(1)
Below is 2 unconnected molecules or ions with the total composition CH3N4O, with properties calculated with ωB97M-V/def2-TZVPD.

Values from the calculation:
highest occupied orbital energy (spin up / spin down): -15.09 / -15.08 eV
largest force on an atom: 11.7 eV/A
LUMO level (spin up / spin down): -7.35 / -7.35 eV
molecular weight: 87.06 g mol⁻¹
electronic energy: -9078.5641 eV
gap between HOMO and LUMO (spin up / spin down): 0.284 / 0.284 Ha
energy relative to the best compared isomer or geometry (same formula, charge and spin): 126.7 kcal per mole

Geometry as ORCA input:
```
! RIJCOSX wB97M-V def2-TZVPD def2/J DEFGRID3
* xyz 1 1
C -1.632 -0.379 0.467
N -2.726 0.230 0.108
N -0.482 -0.888 0.475
N 0.588 -1.319 0.463
N 1.879 0.131 -0.210
O -3.814 0.789 -0.277
H 1.426 1.020 0.002
H 1.922 0.221 -1.172
H 2.840 0.196 0.145
*
```

natural (NBO) atomic charge list, values in e, 4 entries:
1 C 0.2772
2 N 0.2812
3 N -0.0478
4 N 0.3271

=====

(2)
Below is a molecular structure, C21H54F9O18S12Zn, with properties calculated with ωB97M-V/def2-TZVPD.

Values from the calculation:
highest occupied orbital energy: -5.84 eV
largest force on an atom: 3.7 eV/A
LUMO level: 0.91 eV
molecular weight: 1215.82 g mol⁻¹
electronic energy: -262401.5403 eV
gap between HOMO and LUMO: 0.248 Ha
energy relative to the best compared isomer or geometry (same formula, charge and spin): 0.0 kcal per mole

Geometry as ORCA input:
```
! RIJCOSX wB97M-V def2-TZVPD def2/J DEFGRID3
* xyz -1 1
Zn 1.629 2.043 -3.281
C -0.356 -0.740 -0.774
F -1.193 -1.020 0.236
F 0.140 -1.807 -1.404
F -1.129 -0.123 -1.736
S 0.970 0.510 -0.214
O 0.287 1.322 0.756
O 2.068 -0.346 0.217
O 1.267 1.256 -1.430
C 3.873 5.786 -2.486
F 4.272 5.579 -3.746
F 4.699 5.171 -1.638
F 3.889 7.097 -2.263
S 2.034 5.225 -2.200
O 2.091 3.787 -2.625
O 1.741 5.472 -0.810
O 1.179 5.971 -3.129
C -2.770 2.291 -4.937
F -3.829 3.080 -5.134
F -3.208 1.213 -4.290
F -2.323 1.945 -6.137
S -1.562 3.260 -3.856
O -0.340 2.482 -3.585
O -1.269 4.433 -4.670
O -2.292 3.579 -2.636
C -6.824 -0.185 0.617
S -6.319 -1.044 -0.887
O -7.186 -0.582 -2.040
C -4.723 -0.249 -1.263
H -6.756 0.904 0.684
H -6.045 -0.435 1.346
H -7.832 -0.537 0.821
H -4.434 0.370 -0.408
H -4.874 0.363 -2.142
H -3.919 -0.972 -1.391
C 6.450 -2.129 3.206
S 5.597 -0.511 3.155
O 6.790 0.382 3.381
C 5.069 -0.573 1.413
H 6.991 -2.345 4.122
H 7.237 -2.096 2.450
H 5.696 -2.870 2.930
H 5.871 -0.594 0.674
H 4.475 0.314 1.190
H 4.400 -1.424 1.279
C 1.203 -2.207 -4.639
S 0.426 -0.626 -5.104
O 1.034 0.375 -4.145
C 1.233 -0.455 -6.694
H 1.008 -2.734 -3.711
H 2.278 -1.998 -4.661
H 1.118 -2.940 -5.447
H 2.258 -0.816 -6.751
H 1.136 0.571 -7.037
H 0.586 -1.118 -7.277
C 5.480 0.063 -4.156
S 4.928 1.700 -3.610
O 3.481 1.309 -3.202
C 5.749 1.820 -2.044
H 5.033 -0.258 -5.091
H 5.396 -0.647 -3.336
H 6.556 0.138 -4.358
H 5.005 1.458 -1.336
H 5.841 2.901 -1.920
H 6.737 1.369 -2.087
C -3.134 -3.223 0.430
S -4.315 -4.352 -0.413
O -3.503 -5.516 -0.914
C -5.186 -4.931 1.054
H -2.578 -3.841 1.128
H -3.659 -2.320 0.728
H -2.527 -2.976 -0.441
H -5.461 -4.087 1.687
H -4.531 -5.589 1.626
H -6.092 -5.448 0.744
C 0.211 -3.550 1.586
S -0.520 -3.012 3.174
O -1.989 -3.073 2.958
C -0.219 -4.364 4.326
H 0.085 -4.627 1.421
H 1.302 -3.549 1.469
H -0.186 -3.002 0.742
H 0.828 -4.665 4.300
H -0.930 -5.163 4.122
H -0.478 -3.953 5.302
C -2.141 3.046 0.312
S -3.891 3.343 0.020
O -4.648 2.176 0.566
C -4.155 4.792 1.123
H -1.836 2.873 1.340
H -1.673 3.921 -0.147
H -1.853 2.208 -0.311
H -3.178 4.933 1.581
H -4.913 4.541 1.860
H -4.462 5.605 0.472
C -2.775 -0.605 4.389
S -3.108 1.027 3.671
O -4.146 1.520 4.651
C -1.561 1.818 4.145
H -2.873 -0.533 5.472
H -1.746 -0.945 4.220
H -3.452 -1.355 3.991
H -1.319 1.518 5.163
H -1.706 2.872 3.908
H -0.729 1.529 3.496
C 1.938 -0.700 3.247
S 2.098 -0.630 5.058
O 0.783 -0.963 5.742
C 2.979 -2.208 5.323
H 2.089 -1.740 2.950
H 2.758 -0.200 2.739
H 0.970 -0.327 2.929
H 2.350 -3.029 4.992
H 3.083 -2.298 6.404
H 3.981 -2.103 4.906
*
```

Mulliken atomic charge list, values in e, 4 entries:
1 Zn 0.6226
2 C 0.0454
3 F 0.1490
4 F -0.1832

=====

(3)
Below is 2 unconnected molecules or ions with the total composition CH3I2O2P, with properties calculated with ωB97M-V/def2-TZVPD.

Values from the calculation:
highest occupied orbital energy (spin up / spin down): -9.86 / -9.84 eV
largest force on an atom: 4.5 eV/A
LUMO level (spin up / spin down): -2.49 / -2.48 eV
molecular weight: 331.81 g mol⁻¹
electronic energy: -30669.5367 eV
gap between HOMO and LUMO (spin up / spin down): 0.271 / 0.270 Ha
energy relative to the best compared isomer or geometry (same formula, charge and spin): 68.2 kcal per mole

Geometry as ORCA input:
```
! RIJCOSX wB97M-V def2-TZVPD def2/J DEFGRID3
* xyz 0 1
C 1.182 0.873 0.350
O 0.049 -1.796 -0.896
O -0.025 0.737 0.982
P -0.981 -0.962 -0.323
I -2.121 0.533 -1.796
I -2.512 -2.273 1.181
H 1.398 1.885 0.512
H 0.967 0.774 -0.716
H 2.044 0.228 0.705
*
```

natural (NBO) atomic charge list, values in e, 4 entries:
1 C -0.2617
2 O -1.0228
3 O -0.6404
4 P 1.3892

=====

(4)
Below is a molecular structure, C20H32BBaBr16O8, with properties calculated with ωB97M-V/def2-TZVPD.

Values from the calculation:
highest occupied orbital energy: -9.14 eV
largest force on an atom: 15.7 eV/A
LUMO level: -5.85 eV
molecular weight: 1827.07 g mol⁻¹
electronic energy: -1159677.8812 eV
gap between HOMO and LUMO: 0.121 Ha
energy relative to the best compared isomer or geometry (same formula, charge and spin): 285.8 kcal per mole

Geometry as ORCA input:
```
! RIJCOSX wB97M-V def2-TZVPD def2/J DEFGRID3
* xyz 1 1
Ba -2.773 -4.861 -3.336
O -0.474 -3.955 -2.448
C -0.103 -2.975 -1.819
O -0.847 -1.949 -1.613
B -0.155 -0.945 -0.769
O 1.175 -1.520 -0.550
C 1.226 -2.736 -1.083
O 2.039 -3.585 -0.936
O -0.920 -0.862 0.511
C -1.447 0.357 0.633
O -2.110 0.749 1.539
C -1.001 1.176 -0.625
O -0.190 0.385 -1.338
O -1.308 2.291 -0.873
Br 0.789 -2.753 5.525
C 1.087 -1.254 4.265
C 1.475 -1.716 2.882
Br 3.121 -2.767 2.877
H 1.885 -0.658 4.698
H 0.158 -0.689 4.254
H 1.710 -0.828 2.292
H 0.629 -2.140 2.345
Br 0.130 6.596 0.212
C 0.012 4.674 0.680
C 0.861 4.408 1.902
Br 0.653 2.490 2.362
H 0.390 4.113 -0.168
H -1.031 4.429 0.850
H 0.573 5.051 2.728
H 1.920 4.448 1.673
Br -0.631 3.620 5.226
C -1.548 2.356 4.031
C -1.780 0.967 4.660
Br -3.086 1.138 6.104
H -0.901 2.301 3.161
H -2.459 2.851 3.721
H -0.802 0.592 4.966
H -2.129 0.201 3.973
Br 4.338 0.437 -3.278
C 3.101 -1.063 -3.532
C 3.345 -1.709 -4.895
Br 2.139 -3.161 -5.226
H 2.074 -0.703 -3.451
H 3.177 -1.749 -2.690
H 4.357 -2.117 -4.863
H 3.385 -1.020 -5.731
Br -5.008 -0.603 3.082
C -4.072 -1.292 1.499
C -4.764 -2.485 0.932
Br -3.606 -3.081 -0.569
H -3.058 -1.503 1.829
H -4.049 -0.438 0.827
H -5.743 -2.196 0.551
H -4.894 -3.319 1.614
Br 4.428 -5.482 0.665
C 5.428 -4.514 -0.720
C 5.252 -3.032 -0.450
Br 6.491 -1.902 -1.512
H 5.124 -4.792 -1.730
H 6.494 -4.733 -0.788
H 5.577 -2.872 0.575
H 4.236 -2.666 -0.553
Br -2.435 1.129 -4.986
C -0.899 2.262 -4.655
C 0.396 1.478 -4.402
Br 0.927 0.519 -6.037
H -1.049 2.928 -3.807
H -0.781 2.873 -5.545
H 0.321 0.749 -3.598
H 1.226 2.121 -4.117
Br -2.143 4.457 1.624
C -2.764 3.431 0.070
C -3.616 2.286 0.618
Br -4.242 1.129 -0.850
H -1.882 3.132 -0.485
H -3.417 4.103 -0.478
H -4.477 2.654 1.172
H -3.057 1.741 1.378
*
```

Mulliken atomic charge list, values in e, 4 entries:
1 Ba 1.8863
2 O -0.8861
3 C 0.5475
4 O -0.3739

=====

(5)
Below is a molecular structure, C18H45BeFN3O6Pb, with properties calculated with ωB97M-V/def2-TZVPD.

Values from the calculation:
highest occupied orbital energy (spin up / spin down): -18.52 / -18.51 eV
largest force on an atom: 3.9 eV/A
LUMO level (spin up / spin down): -15.34 / -15.82 eV
molecular weight: 634.78 g mol⁻¹
electronic energy: -44469.5051 eV
expectation value of S²: 0.768
gap between HOMO and LUMO (spin up / spin down): 0.117 / 0.099 Ha

Geometry as ORCA input:
```
! RIJCOSX wB97M-V def2-TZVPD def2/J DEFGRID3
* xyz 4 2
Be 1.631 -2.515 -2.402
Pb -1.670 0.892 -0.585
F 0.067 -0.918 -1.070
C -4.626 2.144 1.232
O -3.463 2.398 0.486
C -3.598 3.604 -0.219
C -2.266 4.110 -0.741
N -1.817 3.170 -1.777
C -0.424 3.470 -2.136
C 0.669 3.407 -1.084
O 0.475 2.215 -0.360
C 1.736 1.690 0.193
H -4.813 1.072 1.168
H -5.530 2.684 0.949
H -4.438 2.304 2.294
H -4.087 4.313 0.449
H -4.295 3.471 -1.047
H -1.608 4.119 0.128
H -2.456 5.101 -1.155
H -2.348 3.430 -2.596
H -0.434 4.472 -2.565
H -0.121 2.744 -2.891
H 0.525 4.212 -0.364
H 1.640 3.523 -1.566
H 1.607 0.734 0.702
H 2.192 2.387 0.896
H 2.516 1.666 -0.568
C -0.498 2.415 2.750
O -1.202 1.458 1.951
C -1.598 0.301 2.753
C -1.719 -0.994 1.911
N -2.862 -0.787 0.968
C -3.071 -1.876 -0.015
C -3.985 -1.435 -1.164
O -3.638 -0.163 -1.624
C -4.679 0.454 -2.336
H 0.296 1.931 3.318
H -1.182 2.829 3.491
H -0.074 3.208 2.134
H -2.556 0.465 3.245
H -0.891 0.088 3.556
H -1.977 -1.812 2.583
H -0.810 -1.220 1.352
H -3.668 -0.716 1.572
H -3.479 -2.793 0.410
H -2.098 -2.085 -0.459
H -5.027 -1.598 -0.886
H -3.837 -2.112 -2.005
H -4.151 1.258 -2.848
H -5.354 0.877 -1.593
H -5.145 -0.221 -3.055
C 8.068 -3.245 -0.516
O 6.698 -2.927 -0.908
C 6.111 -1.756 -0.367
C 4.831 -1.545 -1.138
N 3.781 -2.509 -0.862
C 3.126 -2.248 0.354
C 2.209 -3.387 0.758
O 1.086 -3.499 -0.145
C -0.015 -4.170 0.472
H 8.766 -2.541 -0.970
H 8.416 -4.261 -0.706
H 8.236 -3.110 0.553
H 6.816 -0.940 -0.526
H 5.977 -1.854 0.710
H 5.074 -1.713 -2.188
H 4.411 -0.539 -1.118
H 4.387 -3.307 -0.733
H 2.457 -1.400 0.212
H 3.780 -1.948 1.173
H 1.985 -3.180 1.805
H 2.778 -4.310 0.868
H 0.262 -5.203 0.684
H -0.885 -4.153 -0.185
H -0.214 -3.625 1.394
*
```

Mulliken atomic charge list, values in e, 4 entries:
1 Be 1.1983
2 Pb 1.4733
3 F -0.7000
4 C -1.1628

=====

(6)
Below is 2 unconnected molecules or ions with the total composition C3H5ClN2, with properties calculated with ωB97M-V/def2-TZVPD.

Values from the calculation:
highest occupied orbital energy (spin up / spin down): -5.60 / -9.70 eV
largest force on an atom: 3.6 eV/A
LUMO level (spin up / spin down): 0.76 / -2.27 eV
molecular weight: 104.54 g mol⁻¹
electronic energy: -18687.9734 eV
expectation value of S²: 2.016
gap between HOMO and LUMO (spin up / spin down): 0.234 / 0.273 Ha
energy relative to the best compared isomer or geometry (same formula, charge and spin): 30.0 kcal per mole

Geometry as ORCA input:
```
! RIJCOSX wB97M-V def2-TZVPD def2/J DEFGRID3
* xyz 0 3
C 2.321 -1.020 -0.051
C -2.422 0.748 -0.274
C 1.811 0.136 0.194
N 3.012 -2.002 -0.138
N -3.516 1.171 0.160
Cl 2.767 1.526 -0.119
H -1.599 1.202 0.259
H -2.139 -0.239 -0.902
H 0.673 0.176 0.297
H 3.512 -2.514 0.553
H -4.421 0.817 0.021
*
```

natural (NBO) atomic charge list, values in e, 4 entries:
1 C 0.1873
2 C -0.0332
3 C -0.2119
4 N -0.6133

=====

(7)
Below is a molecular structure, C4H13NP, with properties calculated with ωB97M-V/def2-TZVPD.

Values from the calculation:
highest occupied orbital energy: -14.16 eV
largest force on an atom: 3.4 eV/A
LUMO level: -5.57 eV
molecular weight: 106.13 g mol⁻¹
electronic energy: -15127.1627 eV
gap between HOMO and LUMO: 0.316 Ha
energy relative to the best compared isomer or geometry (same formula, charge and spin): 101.5 kcal per mole

Geometry as ORCA input:
```
! RIJCOSX wB97M-V def2-TZVPD def2/J DEFGRID3
* xyz 1 1
C 1.444 -1.088 1.350
C -2.838 0.228 0.266
C -1.601 -0.036 -1.841
C 2.193 -0.470 0.381
N -1.863 -0.508 -0.448
P -0.728 -1.523 0.111
H -2.389 -3.665 3.207
H 1.242 -2.136 1.433
H 0.898 -0.436 2.016
H -2.407 1.145 0.700
H -3.663 0.367 -0.502
H -3.204 -0.473 1.043
H -0.950 -0.697 -2.323
H -2.553 0.044 -2.435
H -1.329 0.981 -1.869
H 2.798 -0.757 -0.440
H 2.329 0.589 0.656
H -2.327 -4.209 3.789
H -1.039 -1.189 1.534
*
```

natural (NBO) atomic charge list, values in e, 4 entries:
1 C -0.4504
2 C -0.4344
3 C -0.4263
4 C -0.2638

=====

(8)
Below is a molecular structure, C46H58GeKN6O4P, with properties calculated with ωB97M-V/def2-TZVPD.

Values from the calculation:
highest occupied orbital energy (spin up / spin down): -2.71 / -2.77 eV
largest force on an atom: 15.5 eV/A
LUMO level (spin up / spin down): 1.94 / 1.94 eV
molecular weight: 901.69 g mol⁻¹
electronic energy: -147868.5717 eV
expectation value of S²: 0.782
gap between HOMO and LUMO (spin up / spin down): 0.171 / 0.173 Ha

Geometry as ORCA input:
```
! RIJCOSX wB97M-V def2-TZVPD def2/J DEFGRID3
* xyz -1 2
K 0.000 0.000 0.000
C -3.701 -0.008 0.921
C -3.414 -1.003 -0.226
C -3.537 -2.428 0.340
C -4.470 -0.854 -1.350
O -2.074 -0.881 -0.696
Ge -1.738 0.626 -1.580
O -1.448 1.838 -0.309
C -1.408 3.184 -0.776
C -2.681 3.595 -1.557
C -1.330 4.066 0.482
C -0.143 3.449 -1.622
O -0.144 0.366 -2.326
C -0.179 -0.372 -3.545
C -0.561 -1.848 -3.301
C 1.255 -0.339 -4.101
C -1.108 0.263 -4.611
H -4.712 -0.186 1.349
H -2.950 -0.128 1.734
H -3.676 1.041 0.568
H -4.555 -2.612 0.747
H -3.335 -3.177 -0.456
H -2.799 -2.586 1.156
H -5.489 -1.047 -0.952
H -4.480 0.170 -1.777
H -4.266 -1.577 -2.169
H -3.589 3.412 -0.942
H -2.643 4.674 -1.819
H -2.782 3.036 -2.511
H -2.224 3.903 1.122
H -0.428 3.811 1.079
H -1.281 5.144 0.214
H -0.160 2.876 -2.571
H -0.071 4.525 -1.890
H 0.769 3.166 -1.053
H 0.117 -2.303 -2.547
H -1.605 -1.946 -2.944
H -0.481 -2.433 -4.243
H 1.964 -0.786 -3.372
H 1.329 -0.905 -5.055
H 1.572 0.710 -4.290
H -2.174 0.229 -4.305
H -0.824 1.321 -4.792
H -1.032 -0.293 -5.571
O 1.382 -1.283 -1.840
C 1.221 -2.167 -1.080
C 1.033 -3.272 -0.148
C 1.652 -4.460 -0.606
C 1.605 -5.649 0.120
C 0.934 -5.682 1.329
C 0.312 -4.530 1.811
C 0.331 -3.293 1.106
P -0.616 -1.872 2.013
C 0.246 -1.941 3.621
C 1.518 -1.341 3.687
C 2.270 -1.355 4.864
C 1.760 -1.964 6.005
C 0.504 -2.563 5.963
C -0.244 -2.556 4.780
C -2.294 -2.550 2.209
C -2.829 -3.474 1.294
C -4.141 -3.942 1.412
C -4.956 -3.478 2.437
C -4.465 -2.532 3.332
C -3.153 -2.061 3.207
H 2.188 -4.463 -1.556
H 2.092 -6.543 -0.262
H 0.890 -6.603 1.906
H -0.209 -4.618 2.764
H 1.947 -0.857 2.810
H 3.253 -0.891 4.886
H 2.341 -1.975 6.923
H 0.104 -3.044 6.852
H -1.206 -3.059 4.788
H -2.240 -3.836 0.454
H -4.526 -4.659 0.690
H -5.978 -3.838 2.526
H -5.106 -2.147 4.120
H -2.813 -1.295 3.901
N 1.948 2.685 -1.108
C 2.839 3.181 -2.016
C 3.086 2.160 -2.902
C 2.296 1.092 -2.442
N 1.600 1.409 -1.347
H 1.538 3.154 -0.308
H 3.208 4.194 -1.949
H 3.743 2.182 -3.760
H 2.198 0.097 -2.857
N 4.102 4.046 5.042
C 4.263 4.967 6.045
C 5.388 5.422 6.736
C 5.168 6.393 7.720
C 3.885 6.876 7.990
C 2.775 6.400 7.280
C 2.978 5.427 6.291
N 2.073 4.807 5.467
C 2.766 3.970 4.713
C 2.205 3.091 3.680
C 0.826 3.114 3.446
C 0.295 2.286 2.472
N 1.035 1.445 1.722
C 2.362 1.434 1.958
C 2.987 2.225 2.911
H 4.845 3.514 4.619
H 6.384 5.048 6.527
H 6.013 6.779 8.286
H 3.742 7.630 8.760
H 1.776 6.769 7.484
H 0.174 3.770 4.017
H -0.771 2.279 2.266
H 2.934 0.747 1.340
H 4.060 2.147 3.028
N -1.934 0.401 1.515
H -1.710 1.131 2.228
H -2.200 -0.470 2.026
H -2.771 0.724 0.981
H 2.070 -0.541 0.762
*
```

Mulliken atomic charge list, values in e, 4 entries:
1 K 3.6394
2 C -1.0043
3 C 0.7362
4 C -0.6545